{
  "formula": "C20H28NO2PbSe",
  "method": "wB97M-V/def2-TZVPD",
  "max_force_ev_per_a": 2.64,
  "relative_energy_kcal_mol": 81.29,
  "multiplicity": 1,
  "e_homo_ev": [-9.795, -9.795],
  "orbital_gap_ev": [4.9822, 4.9830],
  "total_charge": 1,
  "mol_weight_g_mol": 600.61,
  "total_energy_ha": -3577.8788,
  "elements": ["Pb", "Se", "O", "O", "N", "C", "C", "C", "C", "C", "C", "C", "C", "C", "C", "C", "C", "C", "C", "C", "C", "C", "C", "C", "C", "H", "H", "H", "H", "H", "H", "H", "H", "H", "H", "H", "H", "H", "H", "H", "H", "H", "H", "H", "H", "H", "H", "H", "H", "H", "H", "H", "H"],
  "positions_angstrom": [[1.13655, -2.40467, -0.42219], [1.20989, -0.48489, 4.19175], [0.81796, -1.96001, -5.78876], [-0.77375, 1.07895, -2.86706], [0.24005, -1.45924, 1.60290], [0.29646, 1.03755, -3.84775], [1.19275, 2.00836, -0.41936], [0.35060, -1.21976, -6.97834], [2.09882, 1.30853, -1.26710], [-1.68415, -0.96637, -1.23750], [0.60160, -1.04093, 2.69890], [1.82452, -2.97408, -7.84848], [1.66508, -3.01045, -6.30926], [-1.29926, -1.46411, 1.07848], [-1.29425, -1.99490, -0.35233], [1.36858, 1.50909, 0.89904], [-1.80968, -0.06513, 0.87972], [-1.77541, 3.23880, -2.60865], [-2.12151, 0.15855, -0.45747], [-0.23132, 2.29477, -4.53134], [0.82098, -1.89011, -8.31602], [2.27702, 0.42082, 0.80984], [2.67353, 0.23403, -0.53516], [-2.76237, 1.47651, -4.14543], [-1.48859, 2.10156, -3.57646], [-1.91873, 0.64306, 1.72123], [0.88010, 1.84033, 1.82230], [2.64532, -2.88254, -5.84509], [-1.24269, -3.06572, -0.56892], [-2.30153, 2.92350, -1.68516], [1.58511, -3.92653, -8.33112], [-2.72329, 1.01534, -0.81183], [0.25686, 3.22516, -4.18395], [1.26508, 1.20581, -3.39940], [-2.57016, 0.46003, -4.53402], [0.79488, -0.19458, -6.93993], [-0.27461, 2.31510, -5.64228], [0.33463, 0.12672, -4.44888], [3.31613, -0.58451, -0.91834], [1.32556, -1.13098, -8.93093], [-0.81770, 3.68304, -2.29275], [-1.71834, -2.05226, 1.91598], [-1.73522, -1.03651, -2.33630], [-2.41941, 3.96634, -3.12792], [0.47563, 2.75353, -0.74387], [-3.15820, 2.13258, -4.94768], [2.36028, 1.58848, -2.29347], [-3.54764, 1.35706, -3.35998], [-0.05953, -2.28998, -8.86947], [1.20283, -3.96889, -6.05075], [2.85673, -2.67528, -8.10699], [-0.75661, -1.16568, -6.94863], [2.61064, -0.19575, 1.64968]],
  "forces_ev_per_angstrom": [[1.6, 1.9, 0.1], [-0.4, -0.3, -0.7], [0.0, 0.1, -2.6], [0.9, -1.0, 0.1], [-1.6, -0.2, -0.2], [0.2, 0.6, -0.2], [1.5, -0.7, -1.0], [0.0, 0.7, 0.1], [-1.4, 0.8, -0.3], [-0.1, -2.0, 0.9], [0.0, 0.0, 0.3], [-0.2, 0.8, 0.0], [0.1, -0.6, 0.2], [1.7, 0.4, 0.5], [-0.1, 0.4, -0.6], [0.7, -1.6, 0.2], [-0.6, 0.7, -1.1], [-0.1, 0.3, -0.3], [-0.1, 0.6, 2.4], [-0.8, 0.7, 0.0], [-0.3, 0.2, 0.8], [-0.9, 0.3, 1.6], [0.0, -1.3, -0.7], [-0.4, 0.3, -0.2], [-0.2, -0.3, -0.2], [0.0, -0.5, -0.7], [0.2, 0.0, -0.5], [-0.1, -0.3, 0.2], [-0.6, 0.4, -0.2], [0.2, -0.1, -0.6], [0.3, 0.1, 0.3], [1.0, -0.6, 0.1], [0.1, -0.6, -0.3], [-0.2, -0.4, -0.1], [0.1, 0.6, -0.1], [-0.5, -0.6, 0.2], [-0.4, -0.1, 0.8], [-0.3, 0.0, 0.1], [0.2, 1.2, 0.4], [-0.3, -0.3, 0.1], [-0.5, 0.1, -0.2], [-0.6, 0.3, -1.0], [0.0, 0.0, 0.8], [0.4, 0.1, 0.3], [0.4, 0.1, 0.1], [0.0, -0.5, 0.4], [-0.1, -0.3, 0.8], [0.5, 0.3, -0.5], [0.8, 0.2, 0.4], [0.3, 0.1, 0.3], [-0.5, -0.3, 0.0], [0.6, 0.1, 0.2], [0.1, 0.4, -0.4]],
  "lowdin_charge": [1.434, 0.933, -0.183, -0.156, -0.133, -0.148, -0.093, -0.182, -0.148, 0.001, -0.798, -0.154, -0.204, -0.235, -0.309, -0.137, 0.023, -0.020, -0.017, -0.035, -0.153, -0.263, -0.239, -0.017, -0.549, 0.137, 0.087, 0.110, 0.064, 0.076, 0.107, 0.117, 0.114, 0.058, 0.086, 0.112, 0.119, 0.101, 0.054, 0.106, 0.078, 0.166, 0.135, 0.099, 0.080, 0.097, 0.086, 0.088, 0.115, 0.110, 0.112, 0.113, 0.053]
}